1.
{"formula": "C4H8N", "method": "ωB97M-V with the def2-TZVPD basis set", "elements": ["C", "C", "C", "C", "N", "H", "H", "H", "H", "H", "H", "H", "H"], "xyz": [[-1.340, -0.691, -0.074], [0.693, -0.847, 0.562], [1.355, -0.041, -0.563], [-0.958, 0.739, 0.066], [0.468, 0.627, 0.431], [-1.911, -1.206, 0.739], [1.151, -0.215, -1.705], [2.446, -0.007, -0.640], [1.284, -1.061, 1.396], [-1.428, -1.082, -1.105], [-1.598, 1.284, 0.869], [-1.104, 1.164, -0.934], [0.941, 1.336, 0.958]], "gap_ev": 10.37, "charge": 1, "e_lumo_ev": -4.766, "de_lowest_kj_mol": 346.6}

=====

2.
{"formula": "C2H5NO", "method": "ωB97M-V with the def2-TZVPD basis set", "elements": ["C", "C", "N", "O", "H", "H", "H", "H", "H"], "xyz": [[0.368, 0.593, 0.860], [-0.403, -0.464, 0.092], [-0.162, -0.497, -1.252], [-1.193, -1.219, 0.627], [-0.242, 1.499, 0.938], [1.318, 0.858, 0.387], [0.552, 0.223, 1.869], [-0.695, -1.142, -1.813], [0.458, 0.150, -1.709]], "gap_ev": 10.74, "smiles": "CC(N)=O", "e_lumo_ev": 0.894, "de_lowest_kj_mol": 0.0}

=====

Question: What is the formula in the first record?
Answer: C4H8N